(1)
C12H22B2F8N4 | the ωB97M-V functional and the def2-TZVPD basis

```
48
Properties=species:S:1:pos:R:3:forces:R:3:nbo_charge:R:1
C -3.33228 -4.92748 2.46184 0.013 -0.004 0.239 -0.635
C -4.83609 -4.98301 2.08695 2.229 -1.000 -1.420 -0.221
N -5.51965 -3.87307 2.65551 -0.399 1.789 0.632 -0.291
C -6.53795 -4.03123 3.61312 -0.365 4.476 -1.922 -0.046
C -7.12390 -2.76141 3.61783 0.911 0.618 -0.692 -0.027
N -6.42844 -1.84833 2.73230 1.137 -4.022 0.558 -0.291
C -5.37405 -2.57001 2.18094 -3.648 -1.101 2.301 0.263
C -6.79583 -0.45596 2.52385 0.120 0.636 -0.043 -0.420
H -2.96865 -3.90785 2.33445 -0.006 0.094 0.495 0.237
H -2.56029 -5.50695 1.95551 -0.780 -0.407 -0.766 0.251
H -3.24554 -5.30766 3.47970 0.047 0.647 0.297 0.217
H -5.26204 -5.93706 2.39751 -0.274 0.331 0.128 0.225
H -5.01927 -4.86456 1.01900 0.332 -0.477 -0.147 0.215
H -6.87652 -4.92025 4.12439 0.474 -0.056 -0.303 0.269
H -7.96653 -2.34386 4.14887 0.009 -0.288 0.134 0.260
H -4.68734 -2.16988 1.44968 0.216 -0.325 0.069 0.277
H -6.04767 0.08543 1.94483 0.466 -0.283 0.422 0.244
H -6.92899 -0.01339 3.51102 0.017 0.197 -0.240 0.240
H -7.68860 -0.30442 1.91716 -0.304 -0.661 0.304 0.233
C -11.23292 4.63040 1.88214 0.648 0.377 -0.489 -0.634
C -12.05589 5.91027 1.46307 2.237 -2.775 -1.062 -0.229
N -13.29839 5.82608 2.11947 -4.094 3.948 3.521 -0.276
C -14.18990 4.81086 2.29886 -0.872 -0.337 0.715 -0.044
C -15.26141 5.26160 3.04780 0.485 0.006 0.481 -0.030
N -15.10305 6.63227 3.41755 4.745 -3.143 -4.117 -0.293
C -13.87725 6.89911 2.75567 -0.930 0.184 1.079 0.263
C -15.79547 7.45641 4.36068 -1.646 -0.387 1.135 -0.436
H -11.71397 3.69028 1.61218 -0.170 0.166 0.093 0.227
H -10.91571 4.58912 2.92415 -0.761 0.273 0.282 0.241
H -10.25125 4.59660 1.40965 -0.170 0.292 -0.587 0.241
H -12.32669 5.84880 0.40904 0.622 0.123 -0.220 0.225
H -11.43188 6.78419 1.65013 -0.774 0.229 0.316 0.244
H -13.95200 3.79922 2.00496 -0.296 0.089 -0.046 0.271
H -16.00353 4.59049 3.45434 -0.248 0.416 0.001 0.260
H -13.41701 7.87536 2.79455 0.026 -0.078 -0.033 0.231
H -16.39773 6.82157 5.01058 0.503 -0.601 0.195 0.247
H -16.64558 7.99769 3.94544 0.753 0.770 -0.576 0.242
H -15.12951 7.99046 5.03846 -0.021 0.269 -0.572 0.248
B -0.29653 -0.45841 1.07858 1.358 0.491 -0.512 1.338
F 0.28980 0.84200 1.36787 -0.366 -1.335 0.161 -0.588
F -0.73779 -0.46134 -0.21126 -0.871 0.596 -1.972 -0.581
F 0.59833 -1.54034 1.12622 0.788 0.096 0.843 -0.583
F -1.36677 -0.73622 1.88588 -1.244 0.007 1.515 -0.586
B -12.43362 -0.41676 5.49279 0.639 1.001 1.544 1.309
F -12.33876 0.20277 4.26681 -0.161 0.627 -1.371 -0.580
F -11.48756 0.12365 6.36271 2.215 0.529 0.248 -0.592
F -13.56400 -0.16513 6.18995 -3.265 0.704 0.205 -0.573
F -12.29543 -1.74509 5.40223 0.674 -2.700 -0.824 -0.562
```
Forces are in eV/Å.

Values from the calculation:
HOMO-LUMO gap = 7.39 eV
highest occupied orbital energy = -9.25 eV
LUMO energy = -1.86 eV

=====

(2)
C36H54BBrN16O7PS | the ωB97M-V functional and the def2-TZVPD basis

```
117
Properties=species:S:1:pos:R:3:forces:R:3:lowdin_charge:R:1
C 4.12016 -3.45736 0.84018 -0.482 -1.609 -0.414 0.011
C 2.69565 -3.98424 1.40593 1.774 0.440 4.374 -0.358
O 2.61862 -4.05374 2.67451 -0.565 -0.041 -5.425 0.040
O 1.60863 -4.39768 0.57521 1.155 1.778 0.901 -0.055
C 0.70249 -3.31321 0.24014 -1.507 0.961 -0.186 -0.073
C 0.91345 -1.94464 1.07419 0.134 0.574 0.539 -0.033
N 1.53717 -0.69992 0.56761 -2.061 -2.229 4.931 0.157
B 2.10818 -0.41827 -0.80941 0.823 1.331 -3.337 -0.604
O 1.64607 0.78798 -1.49263 -0.626 -3.028 1.075 0.069
O 3.02572 -1.24712 -1.52674 -2.440 0.875 1.253 0.128
C 1.47273 0.26704 1.69052 -3.131 -3.742 2.845 -0.152
P 2.09220 2.05740 1.76686 1.564 2.648 0.197 0.366
O 0.94472 3.17818 1.20270 1.962 -2.149 1.511 -0.265
O 2.34089 2.42653 3.43791 -1.234 -1.706 -2.458 -0.251
S 3.81547 2.32462 0.87448 -1.367 -0.613 0.224 0.312
C 0.77180 -0.50308 2.86801 1.272 0.749 -3.300 0.088
N 0.42681 -1.86781 2.44335 3.044 3.858 -3.333 -0.003
C -0.28599 -2.94635 3.22233 -0.955 -1.588 -1.582 -0.083
C -1.85025 -2.82390 2.74181 -1.368 4.588 1.353 -0.667
O -2.39581 -1.70887 2.89496 2.040 -4.790 -0.821 -0.013
Br -2.85624 -4.32759 1.90400 1.207 1.018 0.785 0.706
H 4.83902 -4.35647 0.99371 -1.261 1.349 -0.238 0.112
H 4.53124 -2.61482 1.48812 -1.056 -1.144 -1.026 0.044
H 4.10392 -3.24267 -0.28042 -0.075 -0.036 1.672 0.084
H -0.36107 -3.69312 0.50669 1.728 0.742 -0.371 0.102
H 0.65893 -3.10126 -0.89595 0.511 -0.200 1.926 0.145
H 0.71290 0.59679 -1.78536 0.990 0.607 0.547 0.101
H 2.86465 -1.15631 -2.50058 0.406 0.291 1.220 0.139
H 1.45756 3.96248 0.83980 -0.591 -0.966 0.201 0.039
H 3.02504 1.79675 3.76768 -0.403 0.630 -0.385 0.072
H 0.53332 -0.11286 3.91790 0.409 -0.708 -1.917 0.151
H -0.15679 -2.82828 4.35164 -0.281 0.049 -1.815 0.156
H 0.04558 -4.00011 2.87595 0.014 1.999 0.804 0.085
C -2.03262 5.27611 -0.92279 1.397 0.186 -0.013 -0.101
C -0.53930 5.34032 -0.79122 2.848 0.241 0.153 -0.209
N 0.63945 5.39100 -0.69001 -4.009 -0.264 -0.248 0.120
H -2.44858 6.28543 -0.93727 0.067 -0.101 0.152 0.032
H -2.30239 4.76568 -1.84879 0.070 -0.012 0.123 0.070
H -2.45406 4.73090 -0.08113 0.324 0.138 -0.164 0.036
C -3.05851 1.09475 -1.36160 0.562 -0.780 0.106 -0.051
C -2.13603 -0.08282 -1.23511 1.734 -2.221 0.256 -0.189
N -1.40743 -1.01351 -1.13512 -2.302 3.264 -0.331 0.145
H -3.74001 0.94380 -2.20053 0.098 -0.046 0.087 0.088
H -3.64057 1.21047 -0.44578 0.114 -0.018 -0.093 0.076
H -2.47888 2.00354 -1.53209 -0.033 -0.130 0.073 0.067
C -5.27451 5.57085 1.54969 0.430 -0.610 -0.592 -0.080
C -4.82323 4.65690 0.45112 0.575 -1.756 -1.998 -0.209
N -4.46641 3.93564 -0.41902 -1.594 2.293 3.072 0.117
H -5.80277 6.42755 1.12723 0.181 -0.308 0.075 0.000
H -5.94510 5.03700 2.22539 0.028 -0.023 -0.175 0.084
H -4.41097 5.92815 2.11372 0.004 -0.089 -0.162 0.073
C -5.25300 10.09777 0.24168 0.567 -0.686 0.104 -0.056
C -4.30827 8.94042 0.37265 1.755 -2.175 0.206 -0.215
N -3.56326 8.02601 0.47610 -2.558 3.188 -0.433 0.136
H -5.92222 9.93563 -0.60503 0.134 -0.084 0.059 0.064
H -5.84675 10.19659 1.15196 0.098 -0.104 -0.067 0.083
H -4.69068 11.01914 0.08062 0.017 -0.150 0.019 0.082
C 7.67568 -0.87476 1.03082 -0.919 0.178 0.189 -0.038
C 6.23069 -0.67627 1.38108 -2.713 0.452 0.710 -0.213
N 5.08906 -0.51944 1.65708 4.037 -0.640 -0.879 0.101
H 8.05975 0.01523 0.52840 -0.038 -0.064 0.080 0.055
H 8.25597 -1.05425 1.93737 -0.120 0.051 -0.066 0.088
H 7.78173 -1.73257 0.36426 -0.088 0.076 0.073 0.084
C -2.67720 7.87626 -3.82710 -0.907 0.119 0.200 -0.054
C -4.12757 8.07171 -3.49694 -2.764 0.368 0.654 -0.220
N -5.27159 8.22591 -3.23652 4.001 -0.519 -0.843 0.130
H -2.28614 8.76679 -4.32185 -0.110 -0.071 0.062 0.084
H -2.10919 7.69824 -2.91229 -0.123 0.062 -0.052 0.063
H -2.56046 7.01879 -4.49207 -0.096 0.093 0.061 0.082
C 7.99006 2.61570 -2.32102 0.677 -0.340 0.530 -0.057
C 9.10841 2.06837 -1.48335 2.678 -1.205 1.929 -0.222
N 10.00401 1.64215 -0.82330 -3.730 1.657 -2.629 0.122
H 8.30216 3.54921 -2.79216 0.036 -0.109 0.095 0.083
H 7.72176 1.89692 -3.09706 0.090 0.035 0.104 0.079
H 7.11678 2.80705 -1.69483 0.128 -0.028 -0.007 0.075
C -0.11764 -7.55168 1.51410 -0.844 -0.244 0.387 -0.072
C -1.40270 -7.95169 2.17678 -2.424 -0.730 1.287 -0.259
N -2.41639 -8.26636 2.69991 3.508 1.132 -1.853 0.131
H -0.22424 -7.61378 0.42960 -0.049 -0.049 0.119 0.080
H 0.13849 -6.52706 1.78964 -0.079 -0.118 0.062 0.034
H 0.68646 -8.21756 1.83182 -0.131 0.043 0.006 0.083
C 1.90906 -5.65956 6.10162 -0.745 -0.055 -0.524 -0.044
C 0.71457 -5.72646 5.19678 -2.241 -0.188 -1.699 -0.202
N -0.22878 -5.77927 4.48181 3.292 0.278 2.482 0.147
H 2.45920 -4.73428 5.92161 -0.099 -0.091 -0.079 0.079
H 1.58673 -5.68636 7.14396 -0.053 -0.026 -0.140 0.086
H 2.56725 -6.50862 5.91003 -0.128 0.073 -0.039 0.087
C -3.98907 -7.37200 5.65015 -0.205 -0.499 0.822 -0.086
C -4.27278 -8.05973 6.95335 -0.562 -1.284 2.514 -0.254
N -4.49658 -8.60201 7.98172 0.803 1.905 -3.587 0.103
H -4.84891 -6.76856 5.35393 0.045 -0.091 0.099 0.075
H -3.11751 -6.72337 5.75456 -0.058 -0.109 0.018 0.059
H -3.78998 -8.11297 4.87419 0.009 0.082 0.103 0.041
C -8.35305 7.61124 -1.74067 0.194 -0.052 0.851 -0.061
C -7.99451 7.41489 -0.29807 0.636 -0.362 2.669 -0.210
N -7.70758 7.25986 0.84079 -1.170 0.736 -4.024 0.122
H -9.20021 8.29437 -1.82390 0.061 -0.090 0.124 0.082
H -7.50159 8.03156 -2.27991 -0.012 -0.101 0.110 0.025
H -8.62239 6.65404 -2.19030 0.050 0.066 0.128 0.083
C -2.51454 -2.74618 -3.98418 0.297 -0.606 -0.716 -0.080
C -2.09980 -3.67457 -5.08777 0.766 -1.774 -2.138 -0.241
N -1.77263 -4.40680 -5.95877 -1.159 2.552 3.078 0.121
H -3.02619 -1.87746 -4.40211 0.058 -0.124 -0.034 0.077
H -3.18992 -3.26154 -3.29914 0.081 0.006 -0.099 0.078
H -1.63570 -2.41002 -3.43171 -0.091 -0.070 -0.076 0.042
C 12.52469 0.51221 -2.82543 0.627 -0.758 0.124 -0.085
C 13.47110 -0.64624 -2.70735 1.829 -2.218 0.188 -0.254
N 14.21726 -1.56059 -2.61414 -2.633 3.189 -0.316 0.104
H 11.84470 0.35219 -3.66398 0.113 -0.051 0.064 0.073
H 11.94208 0.61087 -1.90831 0.107 -0.037 -0.089 0.029
H 13.08479 1.43390 -2.99224 0.002 -0.139 0.023 0.078
C -4.73184 -6.50033 -6.57223 -0.763 -0.009 -0.597 -0.082
C -5.93003 -6.56814 -7.47304 -2.315 -0.150 -1.718 -0.254
N -6.87540 -6.62160 -8.18344 3.311 0.205 2.497 0.106
H -4.18055 -5.57659 -6.75594 -0.056 -0.119 -0.034 0.047
H -5.05019 -6.52366 -5.52860 -0.044 -0.020 -0.133 0.073
H -4.07501 -7.35055 -6.76317 -0.102 0.093 -0.027 0.078
```
Forces are in eV/Å.

Values from the calculation:
HOMO-LUMO gap = 7.35 eV
highest occupied orbital energy = -11.45 eV
charge = +1
LUMO energy = -4.10 eV